ORCA calculation (the ωB97M-V functional and the def2-TZVPD basis) on a cluster of 8 separate species, C48H58N2O in total.

Calculated values
- LUMO energy: 0.65 eV
- Orbital gap: 9.3 eV
- HOMO: -8.6341 eV
- Spin multiplicity: 1
- SMILES: CCCNNCCOC.c1ccccc1.c1ccccc1.c1ccccc1.c1ccccc1.c1ccccc1.c1ccccc1.c1ccccc1

XYZ file:
```
109
Properties=species:S:1:pos:R:3:forces:R:3
C 2.521842 0.409552 -0.271827 0.0 -0.1 -0.1
C 3.257220 1.364772 0.664036 -0.1 0.0 0.1
C 3.179856 2.833602 0.210753 0.0 0.1 -0.1
N 2.279475 3.697428 0.979283 0.0 -0.3 0.0
N 0.962792 3.127378 1.009458 0.1 0.2 -0.2
C -0.032453 4.132705 0.655331 0.0 0.0 0.1
C -1.450657 3.524032 0.743780 0.0 -0.1 -0.1
O -1.453451 2.328862 1.503620 -0.3 0.1 0.1
C -1.411681 1.125287 0.768241 0.1 -0.1 -0.2
H 2.571426 -0.627156 0.072849 0.0 0.1 0.0
H 2.962378 0.444017 -1.273109 0.0 0.0 0.1
H 1.469402 0.690737 -0.351089 0.1 0.0 0.0
H 2.819934 1.292920 1.666187 0.1 0.0 0.0
H 4.302485 1.056864 0.763696 -0.1 0.0 0.0
H 2.843867 2.880893 -0.829790 0.0 0.0 0.0
H 4.161453 3.314935 0.239035 0.0 -0.1 0.1
H 2.628752 3.761455 1.930009 0.0 0.1 0.0
H 0.752485 2.743997 1.921546 0.0 -0.1 0.0
H 0.188996 4.449205 -0.365733 -0.1 0.1 0.0
H 0.032939 5.032523 1.284007 0.1 -0.1 0.0
H -2.135576 4.205463 1.251863 0.1 0.1 -0.1
H -1.855250 3.335098 -0.255936 0.0 0.0 0.0
H -0.943371 1.266230 -0.210804 0.0 0.0 0.1
H -2.417692 0.715975 0.619883 0.0 0.1 0.0
H -0.822122 0.406006 1.337468 0.0 0.0 -0.1
C -2.473476 -2.201194 2.566173 0.0 0.1 0.0
C -1.112758 -2.024699 2.781964 -0.1 0.0 0.0
C -0.215526 -3.001611 2.372062 0.0 0.0 0.0
C -0.678458 -4.151814 1.747558 0.0 0.0 0.0
C -2.038317 -4.325217 1.529128 0.0 0.0 0.0
C -2.936148 -3.348644 1.937640 0.0 0.0 0.0
H -3.173484 -1.438039 2.885183 0.0 0.0 0.0
H -0.760901 -1.119536 3.260236 0.1 0.0 0.1
H 0.845663 -2.863033 2.536180 0.0 0.0 0.0
H 0.021501 -4.912925 1.427123 0.0 0.0 0.0
H -2.399045 -5.218607 1.035215 0.0 0.0 0.0
H -3.997197 -3.481756 1.765501 0.0 0.0 0.0
C 0.691461 2.608641 6.443380 0.0 0.0 0.0
C 0.212996 2.788834 5.153232 0.0 0.0 0.0
C -0.736226 1.921208 4.630264 0.0 0.0 0.0
C -1.203366 0.868117 5.407420 0.0 0.0 0.0
C -0.728061 0.682711 6.697896 0.0 0.0 0.0
C 0.220572 1.555696 7.215931 0.0 0.0 0.0
H 1.424144 3.296770 6.846765 0.0 0.0 0.0
H 0.578682 3.618875 4.558484 0.0 0.0 0.0
H -1.114842 2.063210 3.625249 0.0 0.0 0.1
H -1.946762 0.195064 4.997817 0.0 0.0 0.0
H -1.092586 -0.141688 7.297394 0.0 0.0 0.0
H 0.592715 1.415919 8.222886 0.0 0.0 0.0
C 4.594842 -0.968282 -6.108213 0.0 0.0 0.0
C 3.943388 0.226184 -6.382475 0.0 0.0 0.0
C 3.008206 0.727102 -5.487091 0.0 0.0 0.0
C 2.723386 0.031789 -4.320143 0.0 0.0 0.0
C 3.373461 -1.163692 -4.047035 0.0 0.0 0.0
C 4.309809 -1.663810 -4.941218 0.0 0.0 0.0
H 5.332470 -1.353093 -6.800862 0.0 0.0 0.0
H 4.172306 0.771344 -7.289571 0.0 0.0 0.0
H 2.501624 1.660160 -5.698669 0.0 0.0 0.0
H 1.994762 0.421936 -3.620585 0.0 0.0 0.0
H 3.150899 -1.703072 -3.134929 0.0 0.0 0.0
H 4.819617 -2.594560 -4.727373 0.0 0.0 0.0
C 8.074164 2.001685 -9.480184 0.0 0.0 0.0
C 6.810493 1.430330 -9.423118 0.0 0.0 0.0
C 6.671186 0.087996 -9.099138 0.0 0.0 0.0
C 7.793649 -0.683322 -8.832150 0.0 0.0 0.0
C 9.057142 -0.111668 -8.888824 0.0 0.0 0.0
C 9.196956 1.230651 -9.213235 0.0 0.0 0.0
H 8.183894 3.048588 -9.732439 0.0 0.0 0.0
H 5.934462 2.031749 -9.630618 0.0 0.0 0.0
H 5.685355 -0.358574 -9.057446 0.0 0.0 0.0
H 7.684481 -1.730422 -8.578922 0.0 0.0 0.0
H 9.933042 -0.712376 -8.680024 0.0 0.0 0.0
H 10.182323 1.676553 -9.257281 0.0 0.0 0.0
C -3.738082 -7.700527 -0.128962 0.0 0.0 0.0
C -4.647397 -6.655030 -0.043293 0.0 0.0 0.0
C -5.428445 -6.319392 -1.139974 0.0 0.0 0.0
C -5.303427 -7.033242 -2.323975 0.0 0.0 0.0
C -4.396459 -8.080501 -2.409995 0.0 0.0 0.0
C -3.613213 -8.413654 -1.313260 0.0 0.0 0.0
H -3.128649 -7.960757 0.727527 0.0 0.0 0.0
H -4.746276 -6.100309 0.882367 0.0 0.0 0.0
H -6.135860 -5.502206 -1.077303 0.0 0.0 0.0
H -5.912242 -6.770761 -3.179612 0.0 0.0 0.0
H -4.298469 -8.637098 -3.333239 0.0 0.0 0.0
H -2.905556 -9.229942 -1.381503 0.0 0.0 0.0
C 2.803108 6.892701 6.116256 0.0 0.0 0.0
C 2.796271 7.356167 7.424777 0.0 0.0 0.0
C 1.628793 7.302325 8.173923 0.0 0.0 0.0
C 0.468035 6.784093 7.616140 0.0 0.0 0.0
C 0.474770 6.319517 6.308315 0.0 0.0 0.0
C 1.642151 6.374411 5.559099 0.0 0.0 0.0
H 3.712584 6.936945 5.530779 0.0 0.0 0.0
H 3.700973 7.760493 7.860379 0.0 0.0 0.0
H 1.624037 7.663979 9.194237 0.0 0.0 0.0
H -0.441370 6.737947 8.201341 0.0 0.0 0.0
H -0.427240 5.905804 5.875475 0.0 0.0 0.0
H 1.647079 6.016039 4.536679 0.0 0.0 0.0
C -9.160665 -1.762224 -1.049251 0.0 0.0 0.0
C -10.165393 -2.719814 -1.024961 0.0 0.0 0.0
C -9.913520 -3.978496 -0.496896 0.0 0.0 0.0
C -8.656353 -4.279743 0.008699 0.0 0.0 0.0
C -7.652938 -3.320880 -0.014912 0.0 0.0 0.0
C -7.903089 -2.062616 -0.544694 0.0 0.0 0.0
H -9.357806 -0.781476 -1.462735 0.0 0.0 0.0
H -11.145924 -2.484906 -1.418780 0.0 0.0 0.0
H -10.697046 -4.725091 -0.478970 0.0 0.0 0.0
H -8.458455 -5.261847 0.419747 0.0 0.0 0.0
H -6.671519 -3.554452 0.379873 0.0 0.0 0.0
H -7.117959 -1.317715 -0.565193 0.0 0.0 0.0
```
Forces are in eV/Å.

***

ORCA calculation (the ωB97M-V functional and the def2-TZVPD basis) on the molecule C14H11BO2 at a distorted geometry.

Calculated values
- LUMO energy: 0.53 eV
- Orbital gap: 8.7 eV
- HOMO: -8.1625 eV
- ΔE to the lowest compared entry with this formula, charge and spin: 0.0000 eV
- Spin multiplicity: 1
- SMILES: OB(O)c1cc2ccccc2c2ccccc12

XYZ file:
```
28
Properties=species:S:1:pos:R:3:forces:R:3
O -3.552478 1.429252 -1.140304 0.5 -0.4 -0.3
B -2.387551 0.898295 -1.710598 -0.7 0.5 0.1
O -2.329638 0.671886 -3.064630 -0.8 0.7 0.3
C -1.095531 0.619249 -0.890426 -0.7 1.0 -0.8
C -0.115202 1.545791 -0.909325 0.6 -0.7 0.5
C 1.113290 1.281131 -0.202525 -0.2 -0.1 0.1
C 2.198258 2.154485 -0.308953 -0.1 -0.1 0.4
C 3.360297 1.909795 0.363349 -0.1 -0.2 0.0
C 3.506483 0.773815 1.163892 -0.1 -0.2 -0.1
C 2.477934 -0.135829 1.221504 0.0 0.3 0.3
C 1.252286 0.112905 0.586104 -0.2 -0.3 -0.6
C 0.156660 -0.850385 0.619557 -0.3 0.5 0.4
C 0.151660 -1.990638 1.445365 0.9 0.3 -0.6
C -0.862704 -2.888254 1.370278 0.3 -1.0 0.9
C -1.945339 -2.693658 0.559898 -0.8 0.4 -1.5
C -2.013508 -1.544313 -0.206286 -0.1 -0.5 0.6
C -1.001453 -0.580174 -0.161332 1.1 -1.1 1.1
H -3.574990 1.513856 -0.171479 0.3 -0.1 -0.7
H -3.113422 1.067628 -3.484906 0.2 -0.4 0.0
H -0.194329 2.455375 -1.486647 0.0 0.1 -0.1
H 2.092816 3.061449 -0.869857 0.0 0.3 -0.4
H 4.156119 2.592674 0.216920 0.8 0.5 0.2
H 4.413307 0.592481 1.725138 0.1 0.0 -0.1
H 2.613871 -1.047559 1.778068 0.0 -0.1 0.1
H 1.003492 -2.281522 2.047490 0.0 0.4 0.1
H -0.771205 -3.796024 1.945333 -0.1 -0.2 0.1
H -2.668849 -3.481463 0.392867 -0.2 0.1 0.3
H -2.870274 -1.390248 -0.828496 -0.4 0.1 -0.4
```
Forces are in eV/Å.